C6H8O2 as an isolated structure in a non-equilibrium geometry. Source: the Open Molecules 2025 dataset; level of theory: ωB97M-V/def2-TZVPD.

Geometry (Å):
C: 1.935 -0.667 -0.152
C: 0.513 0.040 -0.250
C: -0.083 1.238 -0.135
C: -1.559 0.889 -0.162
C: -1.649 -0.260 0.887
C: -0.659 -0.893 -0.203
H: 2.686 1.025 -0.646
H: 1.858 -1.268 0.776
H: 2.049 -1.236 -1.055
H: 0.359 2.284 -0.241
H: -2.459 1.551 -0.103
H: -1.166 -0.147 1.903
H: -2.683 -0.816 1.073
H: -0.556 -1.913 -0.474
O: 2.896 0.409 0.036
O: -1.483 -0.236 -1.253

Calculated values
**LUMO**: 0.8764 eV
**Charge**: 0
**ΔE to the lowest compared entry with this formula, charge and spin**: 97.7 kcal per mole
**Highest occupied orbital energy**: -9.042 eV
**Gap between HOMO and LUMO**: 9.9 eV

=====

A 8-piece molecular cluster, C65H136N7O9 overall in a non-equilibrium geometry. Source: the Open Molecules 2025 dataset; level of theory: ωB97M-V/def2-TZVPD.

Geometry (Å):
C: 0.088 0.378 -0.851
C: -0.295 0.749 -2.259
O: -0.674 -0.088 -3.160
O: -0.386 1.929 -2.573
H: -0.117 1.126 -0.086
H: 1.109 0.003 -0.929
H: -0.515 -0.441 -0.459
C: 6.373 -2.398 -2.937
C: 7.873 -2.079 -3.169
C: 7.950 -0.962 -4.286
C: 9.232 -0.273 -4.321
C: 9.419 0.424 -2.985
C: 9.304 -0.511 -1.622
N: 8.408 -1.657 -1.871
O: 8.444 -2.706 -0.824
C: 10.690 -1.222 -1.265
C: 8.889 0.307 -0.427
C: 8.540 -3.411 -3.590
H: 5.752 -2.091 -3.778
H: 5.944 -1.724 -2.195
H: 6.110 -3.404 -2.609
H: 7.992 -1.412 -5.278
H: 7.192 -0.182 -4.210
H: 9.322 0.484 -5.100
H: 10.031 -0.963 -4.591
H: 8.731 1.266 -2.900
H: 10.390 0.887 -3.160
H: 11.472 -0.465 -1.201
H: 10.852 -1.642 -0.272
H: 11.138 -1.894 -1.998
H: 9.665 1.022 -0.156
H: 7.916 0.760 -0.620
H: 8.757 -0.378 0.410
H: 8.040 -3.767 -4.491
H: 8.567 -4.307 -2.969
H: 9.589 -3.267 -3.848
H: 7.523 -2.789 -0.565
C: -8.186 5.567 -2.373
C: -6.875 4.733 -2.100
C: -6.907 4.216 -0.651
C: -7.980 3.054 -0.349
C: -7.731 1.932 -1.408
C: -7.657 2.312 -2.874
N: -6.901 3.564 -3.022
O: -6.875 4.020 -4.332
C: -6.980 1.171 -3.511
C: -9.104 2.374 -3.448
C: -5.621 5.510 -2.209
H: -8.395 5.707 -3.434
H: -7.990 6.543 -1.929
H: -9.108 5.172 -1.948
H: -5.911 3.803 -0.491
H: -7.000 4.917 0.179
H: -9.007 3.412 -0.279
H: -8.020 2.558 0.621
H: -8.354 1.099 -1.084
H: -6.778 1.489 -1.121
H: -5.915 1.105 -3.287
H: -7.391 0.161 -3.503
H: -6.958 1.333 -4.589
H: -9.121 2.596 -4.515
H: -9.701 1.462 -3.478
H: -9.794 2.951 -2.832
H: -5.742 6.310 -1.480
H: -5.464 5.864 -3.228
H: -4.718 4.920 -2.048
H: -7.754 4.330 -4.562
C: -4.790 -4.937 -1.105
C: -5.195 -5.404 0.317
C: -4.543 -4.368 1.283
C: -4.962 -4.469 2.726
C: -6.445 -4.253 2.739
C: -7.287 -5.270 1.787
N: -6.657 -5.308 0.460
O: -7.413 -6.199 -0.443
C: -7.415 -6.765 2.365
C: -8.710 -4.669 1.682
C: -4.559 -6.728 0.588
H: -3.751 -5.182 -1.329
H: -4.836 -3.865 -1.300
H: -5.417 -5.401 -1.866
H: -3.455 -4.394 1.351
H: -4.866 -3.382 0.948
H: -4.400 -3.737 3.306
H: -4.703 -5.369 3.284
H: -6.724 -3.206 2.626
H: -6.828 -4.572 3.709
H: -7.203 -6.931 3.422
H: -8.448 -7.112 2.418
H: -6.804 -7.525 1.879
H: -9.209 -4.323 2.588
H: -8.567 -3.742 1.127
H: -9.394 -5.296 1.110
H: -4.453 -7.173 1.578
H: -3.495 -6.623 0.378
H: -4.944 -7.448 -0.134
H: -6.914 -7.009 -0.320
C: -0.222 10.794 0.609
C: 0.844 10.039 1.303
C: 0.465 9.009 2.438
C: -0.109 7.738 1.842
C: 0.953 7.085 0.944
C: 1.373 8.062 -0.214
N: 1.759 9.344 0.380
O: 2.210 10.240 -0.620
C: 2.555 7.333 -0.963
C: 0.217 8.130 -1.178
C: 1.472 11.111 2.115
H: -0.934 10.165 0.075
H: -0.038 11.496 -0.204
H: -0.877 11.391 1.243
H: 1.236 8.717 3.151
H: -0.267 9.634 2.949
H: -1.089 7.891 1.389
H: -0.195 6.951 2.590
H: 0.547 6.192 0.470
H: 1.875 6.857 1.478
H: 2.894 7.862 -1.853
H: 3.371 7.228 -0.247
H: 2.393 6.272 -1.156
H: -0.737 8.386 -0.716
H: 0.435 8.746 -2.050
H: 0.141 7.129 -1.601
H: 2.242 11.735 1.663
H: 2.073 10.673 2.913
H: 0.822 11.758 2.704
H: 1.418 10.647 -0.980
C: 2.206 -1.435 -9.342
C: 1.529 -2.759 -9.820
C: 2.240 -4.061 -9.327
C: 1.538 -5.288 -9.684
C: 0.265 -5.312 -8.850
C: -0.618 -4.090 -9.172
N: 0.159 -2.839 -9.308
O: -0.717 -1.776 -9.442
C: -1.398 -4.438 -10.490
C: -1.629 -4.001 -7.938
C: 1.629 -2.836 -11.380
H: 2.117 -1.176 -8.287
H: 1.817 -0.550 -9.847
H: 3.182 -1.369 -9.823
H: 3.198 -3.999 -9.843
H: 2.309 -3.936 -8.247
H: 2.173 -6.123 -9.386
H: 1.305 -5.369 -10.746
H: 0.557 -5.506 -7.818
H: -0.425 -6.152 -8.928
H: -2.029 -5.306 -10.297
H: -1.960 -3.587 -10.876
H: -0.661 -4.717 -11.243
H: -2.451 -3.338 -8.206
H: -2.100 -4.940 -7.647
H: -1.162 -3.627 -7.027
H: 1.352 -1.912 -11.888
H: 0.960 -3.548 -11.862
H: 2.577 -3.274 -11.694
H: -1.061 -1.951 -10.322
C: 3.795 -7.177 6.034
C: 3.274 -5.777 6.335
C: 4.544 -4.962 6.852
C: 5.710 -4.767 5.840
C: 5.073 -4.093 4.660
C: 3.705 -4.513 4.098
N: 2.790 -5.084 5.132
O: 1.531 -5.528 4.624
C: 3.024 -3.248 3.519
C: 4.119 -5.717 3.034
C: 2.143 -5.677 7.439
H: 3.412 -7.601 5.106
H: 3.331 -7.852 6.753
H: 4.864 -7.332 6.173
H: 4.221 -3.945 7.075
H: 4.975 -5.214 7.821
H: 6.257 -5.656 5.526
H: 6.517 -4.209 6.313
H: 5.829 -4.275 3.895
H: 5.051 -3.018 4.840
H: 3.616 -2.830 2.704
H: 1.995 -3.460 3.229
H: 2.816 -2.538 4.319
H: 5.030 -6.241 3.321
H: 3.315 -6.438 2.885
H: 4.439 -5.474 2.021
H: 1.208 -6.159 7.153
H: 2.128 -4.587 7.430
H: 2.508 -5.929 8.434
H: 0.961 -4.757 4.582
C: -2.072 2.119 8.919
C: -1.500 3.161 7.941
C: -0.736 4.310 8.768
C: 0.567 3.839 9.414
C: 1.497 3.515 8.164
C: 0.898 2.423 7.211
N: -0.613 2.648 6.944
O: -1.087 1.677 6.024
C: 1.564 2.555 5.880
C: 1.206 0.973 7.757
C: -2.676 3.897 7.220
H: -2.795 2.646 9.542
H: -1.451 1.479 9.546
H: -2.591 1.345 8.353
H: -0.414 5.183 8.201
H: -1.448 4.728 9.479
H: 0.404 2.993 10.083
H: 0.971 4.685 9.969
H: 2.360 2.997 8.581
H: 1.889 4.408 7.677
H: 2.608 2.258 5.781
H: 1.023 1.944 5.158
H: 1.640 3.545 5.430
H: 0.576 0.165 7.384
H: 2.273 0.762 7.827
H: 0.926 1.091 8.804
H: -2.279 4.626 6.514
H: -3.284 4.535 7.861
H: -3.322 3.157 6.748
H: -1.032 2.164 5.199

Calculated values
**LUMO**: 1.6822 eV
**Charge**: -1
**ΔE to the lowest compared entry with this formula, charge and spin**: 229.1 kcal per mole
**Highest occupied orbital energy**: -3.128 eV
**Gap between HOMO and LUMO**: 4.8 eV

=====

A 9-piece molecular cluster, C10H37N4O11 overall in a non-equilibrium geometry. Source: the Open Molecules 2025 dataset; level of theory: ωB97M-V/def2-TZVPD.

Geometry (Å):
O: -1.022 0.529 0.622
C: 0.096 0.662 -0.218
O: 0.273 1.644 -0.917
O: 1.029 -0.121 -0.030
H: -1.573 1.254 0.321
C: -2.996 3.236 -1.152
O: -2.898 2.614 -0.152
N: -2.190 3.311 -2.111
N: -4.004 3.994 -1.306
H: -2.356 3.827 -2.963
H: -1.306 2.864 -1.917
H: -4.196 4.612 -2.081
H: -4.481 4.029 -0.416
C: 1.721 -4.494 5.911
C: 0.354 -3.762 5.824
C: 0.268 -2.977 4.479
O: 1.111 -1.836 4.283
C: 0.487 -0.829 3.531
N: -0.626 -4.835 5.948
H: 1.802 -4.951 6.898
H: 2.570 -3.830 5.753
H: 1.725 -5.348 5.234
H: 0.268 -3.103 6.688
H: -0.769 -2.644 4.520
H: 0.204 -3.645 3.620
H: -0.579 -0.724 3.732
H: 0.594 -0.982 2.457
H: 1.037 0.107 3.632
H: -0.665 -5.045 6.935
H: -1.557 -4.521 5.711
C: 1.026 0.881 -6.864
C: 1.437 0.781 -5.390
C: 0.186 0.680 -4.468
O: -0.529 -0.536 -4.747
C: -1.465 -0.796 -3.711
N: 2.326 -0.399 -5.185
H: 0.205 1.599 -6.867
H: 0.795 -0.144 -7.152
H: 1.806 1.384 -7.435
H: 1.876 1.687 -4.972
H: -0.410 1.574 -4.655
H: 0.538 0.739 -3.439
H: -2.105 -1.649 -3.935
H: -2.210 -0.001 -3.676
H: -0.938 -0.816 -2.757
H: 2.922 -0.562 -5.984
H: 1.609 -1.092 -5.343
O: 3.163 -1.996 -0.679
H: 3.147 -2.496 0.137
H: 2.434 -1.381 -0.597
O: -3.472 -0.740 0.308
H: -2.616 -0.321 0.224
H: -4.057 -0.199 -0.221
O: 2.287 2.179 2.160
H: 1.957 1.298 1.984
H: 2.905 2.063 2.881
O: -0.400 2.841 2.482
H: -0.488 2.343 1.669
H: 0.488 2.650 2.785
O: 1.923 4.129 0.087
H: 2.007 3.695 0.936
H: 1.332 3.565 -0.413

Calculated values
**LUMO (spin up / spin down)**: 3.9968 / 3.9087 eV
**2S+1**: 2
**<S²>**: 0.75
**Charge**: -2
**Highest occupied orbital energy (spin up / spin down)**: 2.826 / -3.291 eV
**Gap between HOMO and LUMO (spin up / spin down)**: 1.2 / 7.2 eV

=====

C18H29AsF6K2N5O12S2 as an isolated structure in a non-equilibrium geometry. Source: the Open Molecules 2025 dataset; level of theory: ωB97M-V/def2-TZVPD.

Geometry (Å):
K: -3.339 0.562 2.477
K: 0.289 4.521 1.901
As: 0.182 0.145 0.629
F: -1.440 0.907 0.413
F: -0.379 -1.401 -0.151
F: 1.726 -0.717 0.968
F: 0.826 1.658 1.395
F: -0.515 -0.367 2.200
F: 0.747 0.735 -0.929
C: 1.224 -2.165 -2.904
N: 1.741 -1.246 -4.037
O: 2.446 -1.828 -4.914
O: 1.286 -0.112 -4.136
H: 1.669 -3.149 -3.050
H: 0.150 -2.172 -3.089
H: 1.467 -1.793 -1.909
C: 0.852 3.110 -3.025
N: -0.115 3.439 -1.935
O: 0.320 3.872 -0.858
O: -1.278 3.306 -2.209
H: 1.354 3.986 -3.436
H: 0.334 2.531 -3.789
H: 1.648 2.432 -2.717
C: -1.014 -3.887 1.760
C: -1.234 -4.428 0.361
O: -0.794 -5.809 0.448
S: -0.989 -6.415 1.979
O: 0.044 -7.416 2.303
O: -2.436 -6.624 2.283
O: -0.540 -4.907 2.621
H: -1.784 -3.242 2.183
H: -0.127 -3.257 1.706
H: -0.699 -3.821 -0.370
H: -2.304 -4.511 0.171
C: 4.561 1.827 0.634
C: 4.051 1.591 -0.777
O: 5.240 1.225 -1.482
S: 6.557 2.034 -0.900
O: 6.525 3.364 -1.540
O: 7.762 1.195 -1.061
O: 5.982 1.984 0.636
H: 4.420 0.854 1.105
H: 3.995 2.590 1.169
H: 3.646 2.544 -1.117
H: 3.335 0.777 -0.881
N: -4.225 2.164 -0.363
C: -5.496 2.149 0.184
C: -5.557 3.063 1.211
C: -4.297 3.701 1.248
C: -3.474 3.043 0.318
H: -3.925 1.638 -1.171
H: -6.217 1.447 -0.209
H: -6.425 3.221 1.835
H: -3.981 4.422 1.987
H: -2.435 3.141 0.040
N: -3.421 0.786 -3.686
C: -4.688 0.237 -3.602
C: -4.597 -0.711 -2.561
C: -3.305 -0.640 -1.953
C: -2.595 0.345 -2.636
H: -3.154 1.451 -4.397
H: -5.397 0.391 -4.401
H: -5.332 -1.413 -2.196
H: -2.984 -1.195 -1.084
H: -1.694 0.892 -2.401
N: 2.829 -1.082 3.463
C: 3.372 -0.061 4.160
C: 3.237 -0.394 5.484
C: 2.448 -1.493 5.596
C: 2.209 -1.981 4.238
H: 2.700 -1.122 2.462
H: 3.815 0.772 3.633
H: 3.504 0.134 6.387
H: 2.082 -2.043 6.451
H: 1.608 -2.782 3.836

Calculated values
**LUMO (spin up / spin down)**: -6.2970 / -9.3132 eV
**2S+1**: 2
**<S²>**: 0.76
**Charge**: +2
**Highest occupied orbital energy (spin up / spin down)**: -12.736 / -12.736 eV
**Gap between HOMO and LUMO (spin up / spin down)**: 6.4 / 3.4 eV

=====

Repeat the fourth record exactly.
C18H29AsF6K2N5O12S2 as an isolated structure in a non-equilibrium geometry. Source: the Open Molecules 2025 dataset; level of theory: ωB97M-V/def2-TZVPD.

Geometry (Å):
K: -3.339 0.562 2.477
K: 0.289 4.521 1.901
As: 0.182 0.145 0.629
F: -1.440 0.907 0.413
F: -0.379 -1.401 -0.151
F: 1.726 -0.717 0.968
F: 0.826 1.658 1.395
F: -0.515 -0.367 2.200
F: 0.747 0.735 -0.929
C: 1.224 -2.165 -2.904
N: 1.741 -1.246 -4.037
O: 2.446 -1.828 -4.914
O: 1.286 -0.112 -4.136
H: 1.669 -3.149 -3.050
H: 0.150 -2.172 -3.089
H: 1.467 -1.793 -1.909
C: 0.852 3.110 -3.025
N: -0.115 3.439 -1.935
O: 0.320 3.872 -0.858
O: -1.278 3.306 -2.209
H: 1.354 3.986 -3.436
H: 0.334 2.531 -3.789
H: 1.648 2.432 -2.717
C: -1.014 -3.887 1.760
C: -1.234 -4.428 0.361
O: -0.794 -5.809 0.448
S: -0.989 -6.415 1.979
O: 0.044 -7.416 2.303
O: -2.436 -6.624 2.283
O: -0.540 -4.907 2.621
H: -1.784 -3.242 2.183
H: -0.127 -3.257 1.706
H: -0.699 -3.821 -0.370
H: -2.304 -4.511 0.171
C: 4.561 1.827 0.634
C: 4.051 1.591 -0.777
O: 5.240 1.225 -1.482
S: 6.557 2.034 -0.900
O: 6.525 3.364 -1.540
O: 7.762 1.195 -1.061
O: 5.982 1.984 0.636
H: 4.420 0.854 1.105
H: 3.995 2.590 1.169
H: 3.646 2.544 -1.117
H: 3.335 0.777 -0.881
N: -4.225 2.164 -0.363
C: -5.496 2.149 0.184
C: -5.557 3.063 1.211
C: -4.297 3.701 1.248
C: -3.474 3.043 0.318
H: -3.925 1.638 -1.171
H: -6.217 1.447 -0.209
H: -6.425 3.221 1.835
H: -3.981 4.422 1.987
H: -2.435 3.141 0.040
N: -3.421 0.786 -3.686
C: -4.688 0.237 -3.602
C: -4.597 -0.711 -2.561
C: -3.305 -0.640 -1.953
C: -2.595 0.345 -2.636
H: -3.154 1.451 -4.397
H: -5.397 0.391 -4.401
H: -5.332 -1.413 -2.196
H: -2.984 -1.195 -1.084
H: -1.694 0.892 -2.401
N: 2.829 -1.082 3.463
C: 3.372 -0.061 4.160
C: 3.237 -0.394 5.484
C: 2.448 -1.493 5.596
C: 2.209 -1.981 4.238
H: 2.700 -1.122 2.462
H: 3.815 0.772 3.633
H: 3.504 0.134 6.387
H: 2.082 -2.043 6.451
H: 1.608 -2.782 3.836

Calculated values
**LUMO (spin up / spin down)**: -6.2970 / -9.3132 eV
**2S+1**: 2
**<S²>**: 0.76
**Charge**: +2
**Highest occupied orbital energy (spin up / spin down)**: -12.736 / -12.736 eV
**Gap between HOMO and LUMO (spin up / spin down)**: 6.4 / 3.4 eV

=====

What did the third record say?
A 9-piece molecular cluster, C10H37N4O11 overall in a non-equilibrium geometry. Source: the Open Molecules 2025 dataset; level of theory: ωB97M-V/def2-TZVPD.

Geometry (Å):
O: -1.022 0.529 0.622
C: 0.096 0.662 -0.218
O: 0.273 1.644 -0.917
O: 1.029 -0.121 -0.030
H: -1.573 1.254 0.321
C: -2.996 3.236 -1.152
O: -2.898 2.614 -0.152
N: -2.190 3.311 -2.111
N: -4.004 3.994 -1.306
H: -2.356 3.827 -2.963
H: -1.306 2.864 -1.917
H: -4.196 4.612 -2.081
H: -4.481 4.029 -0.416
C: 1.721 -4.494 5.911
C: 0.354 -3.762 5.824
C: 0.268 -2.977 4.479
O: 1.111 -1.836 4.283
C: 0.487 -0.829 3.531
N: -0.626 -4.835 5.948
H: 1.802 -4.951 6.898
H: 2.570 -3.830 5.753
H: 1.725 -5.348 5.234
H: 0.268 -3.103 6.688
H: -0.769 -2.644 4.520
H: 0.204 -3.645 3.620
H: -0.579 -0.724 3.732
H: 0.594 -0.982 2.457
H: 1.037 0.107 3.632
H: -0.665 -5.045 6.935
H: -1.557 -4.521 5.711
C: 1.026 0.881 -6.864
C: 1.437 0.781 -5.390
C: 0.186 0.680 -4.468
O: -0.529 -0.536 -4.747
C: -1.465 -0.796 -3.711
N: 2.326 -0.399 -5.185
H: 0.205 1.599 -6.867
H: 0.795 -0.144 -7.152
H: 1.806 1.384 -7.435
H: 1.876 1.687 -4.972
H: -0.410 1.574 -4.655
H: 0.538 0.739 -3.439
H: -2.105 -1.649 -3.935
H: -2.210 -0.001 -3.676
H: -0.938 -0.816 -2.757
H: 2.922 -0.562 -5.984
H: 1.609 -1.092 -5.343
O: 3.163 -1.996 -0.679
H: 3.147 -2.496 0.137
H: 2.434 -1.381 -0.597
O: -3.472 -0.740 0.308
H: -2.616 -0.321 0.224
H: -4.057 -0.199 -0.221
O: 2.287 2.179 2.160
H: 1.957 1.298 1.984
H: 2.905 2.063 2.881
O: -0.400 2.841 2.482
H: -0.488 2.343 1.669
H: 0.488 2.650 2.785
O: 1.923 4.129 0.087
H: 2.007 3.695 0.936
H: 1.332 3.565 -0.413

Calculated values
**LUMO (spin up / spin down)**: 3.9968 / 3.9087 eV
**2S+1**: 2
**<S²>**: 0.75
**Charge**: -2
**Highest occupied orbital energy (spin up / spin down)**: 2.826 / -3.291 eV
**Gap between HOMO and LUMO (spin up / spin down)**: 1.2 / 7.2 eV

=====

Question: charge of number 4 (C18H29AsF6K2N5O12S2)?
Answer: +2

=====

Question: Which formula does entry 3 have?
Answer: C10H37N4O11